# 1
{
  "formula": "C26H42BFN2O6",
  "method": "wB97M-V/def2-TZVPD",
  "elements": ["C", "C", "C", "O", "C", "C", "C", "B", "O", "O", "C", "C", "C", "C", "N", "C", "F", "C", "O", "C", "C", "C", "C", "C", "C", "C", "N", "C", "H", "H", "H", "H", "H", "H", "H", "H", "H", "H", "H", "H", "H", "H", "H", "H", "H", "H", "H", "H", "H", "H", "H", "H", "H", "H", "H", "H", "H", "H", "C", "C", "C", "O", "H", "H", "H", "H", "H", "H", "C", "C", "C", "O", "H", "H", "H", "H", "H", "H"],
  "coordinates": [[-2.375, 6.311, 1.458], [-1.840, 4.764, 1.369], [-2.462, 3.919, 0.068], [-3.259, 2.773, 0.535], [-3.344, 1.717, -0.527], [-4.341, 0.540, 0.118], [-5.957, 0.887, 0.268], [-6.680, 2.284, -0.210], [-6.060, 3.621, -0.286], [-8.114, 2.165, -0.653], [-8.012, 1.518, -1.997], [-6.969, -0.253, 0.956], [-6.309, -1.671, 1.445], [-4.695, -2.075, 1.271], [-4.304, -3.440, 1.763], [-2.836, -3.612, 1.479], [-2.240, -4.937, 1.893], [-1.813, -2.538, 0.808], [-0.405, -2.939, 0.609], [0.525, -1.816, 0.788], [1.149, -1.315, -0.681], [2.801, -1.247, -0.501], [0.586, 0.190, -1.080], [1.497, 0.921, -2.269], [0.845, 2.349, -2.793], [1.726, -0.064, -3.587], [-2.276, -1.175, 0.379], [-3.743, -0.940, 0.601], [-2.520, 6.850, 0.428], [-1.534, 6.930, 2.036], [-3.358, 6.446, 2.114], [-0.655, 4.818, 1.341], [-2.157, 4.231, 2.371], [-1.529, 3.632, -0.586], [-3.111, 4.726, -0.525], [-2.221, 1.329, -0.645], [-3.748, 2.139, -1.552], [-5.652, 3.669, -1.220], [-8.534, 2.205, -2.815], [-6.876, 1.431, -2.331], [-8.451, 0.424, -2.014], [-8.137, -0.050, 1.101], [-7.041, -2.459, 1.962], [0.125, -0.933, 1.442], [1.466, -2.254, 1.377], [0.893, -2.060, -1.546], [2.987, -0.420, 0.338], [3.368, -1.019, -1.499], [3.208, -2.292, -0.101], [0.653, 0.924, -0.143], [-0.526, 0.133, -1.488], [2.583, 1.190, -1.867], [0.219, 2.193, -3.773], [1.700, 3.131, -2.992], [0.177, 2.790, -1.915], [0.838, -0.831, -3.623], [1.667, 0.559, -4.599], [2.742, -0.648, -3.559], [6.141, -4.824, 1.011], [4.828, -4.552, 1.696], [4.125, -5.720, 2.335], [4.349, -3.420, 1.732], [6.533, -3.889, 0.596], [6.862, -5.216, 1.732], [5.993, -5.535, 0.194], [4.756, -6.152, 3.115], [3.888, -6.471, 1.577], [3.191, -5.375, 2.791], [6.203, -0.807, 1.205], [6.893, -0.072, 0.087], [8.281, 0.447, 0.351], [6.345, 0.097, -1.001], [5.209, -1.124, 0.871], [6.779, -1.694, 1.479], [6.088, -0.146, 2.068], [8.951, -0.385, 0.587], [8.259, 1.163, 1.176], [8.655, 0.955, -0.544]],
  "mulliken_charge": [-0.9764, -0.3966, 0.4721, -0.3510, 0.2339, -0.1101, 0.3968, 0.5251, -0.4416, -0.4503, -0.5513, -0.4678, -0.3766, 0.5255, -0.5277, 0.1750, -0.2620, 0.2405, -0.3574, -0.4877, 0.4529, -1.0607, -0.7745, 0.4106, -0.7175, -1.1201, -0.0409, -0.0760, 0.3053, 0.2897, 0.2352, 0.3075, 0.2427, -0.4482, 0.1473, -0.3544, 0.2728, 0.3112, 0.2265, 0.2028, 0.2409, 0.3185, 0.2594, 0.3214, 0.2763, 0.2511, 0.2979, 0.1422, 0.1469, 0.3116, 0.2055, 0.2455, 0.3131, 0.3096, -0.1708, 0.2444, 0.3640, 0.2511, -1.0407, 0.8624, -1.2115, -0.5026, 0.1823, 0.3515, 0.3515, 0.3472, 0.3366, 0.3008, -0.4540, 0.8062, -1.1939, -0.5517, -0.1504, 0.2284, 0.4400, 0.3143, 0.3108, 0.3201],
  "fmax_ev_per_a": 7.98,
  "homo_ev": -8.538,
  "smiles": "CCCOCc1c(B(O)OC)ccc2nc(F)c(OC[C@H](C)CC(C)C)nc12.CC(C)=O.CC(C)=O",
  "orbital_gap_ev": 7.003,
  "total_charge": 0,
  "lumo_energy_ev": -1.53
}

# 2
{
  "formula": "C26H42BeBrN3P2S",
  "method": "wB97M-V/def2-TZVPD",
  "elements": ["C", "C", "C", "C", "N", "C", "C", "C", "C", "C", "C", "C", "C", "C", "Be", "P", "H", "H", "H", "H", "H", "H", "H", "H", "C", "C", "H", "H", "H", "H", "H", "C", "C", "H", "H", "H", "H", "H", "C", "C", "H", "H", "H", "H", "H", "Br", "P", "C", "C", "H", "H", "H", "H", "H", "C", "C", "H", "H", "H", "H", "H", "C", "C", "H", "H", "H", "H", "H", "N", "C", "N", "S", "H", "H", "H", "H"],
  "coordinates": [[2.960, 4.410, -0.341], [1.793, 3.919, -0.965], [1.852, 3.768, -2.370], [2.908, 4.365, -3.066], [3.902, 4.953, -2.442], [3.954, 4.984, -1.131], [0.660, 3.459, -0.153], [-0.313, 2.965, 0.451], [-1.545, 2.520, 0.890], [-1.713, 1.486, 1.788], [-2.876, 0.728, 1.992], [-3.883, 1.195, 1.110], [-3.929, 2.524, 0.714], [-2.684, 3.194, 0.474], [-2.886, -0.964, 2.175], [1.374, -0.662, 0.440], [1.131, 3.139, -2.891], [3.100, 4.274, 0.734], [2.911, 4.341, -4.145], [4.790, 5.464, -0.646], [-2.604, 4.211, 0.075], [-0.900, 1.327, 2.454], [-4.848, 3.095, 0.613], [-3.258, 0.178, 2.992], [2.184, -2.319, 0.698], [3.401, -2.639, -0.166], [1.387, -3.050, 0.493], [2.416, -2.430, 1.769], [3.722, -3.675, 0.018], [3.167, -2.557, -1.235], [4.264, -1.999, 0.063], [1.715, -0.134, -1.302], [3.080, 0.456, -1.620], [0.944, 0.632, -1.493], [1.488, -0.972, -1.978], [3.108, 0.776, -2.670], [3.282, 1.349, -1.019], [3.897, -0.263, -1.484], [2.371, 0.486, 1.481], [3.867, 0.233, 1.584], [1.944, 0.360, 2.484], [2.126, 1.517, 1.185], [4.326, 0.946, 2.280], [4.055, -0.773, 1.976], [4.395, 0.343, 0.633], [-5.400, -0.180, 0.931], [-1.537, -1.965, -0.840], [-0.510, -2.813, -2.022], [-1.129, -4.024, -2.670], [0.384, -3.104, -1.455], [-0.208, -2.091, -2.781], [-0.413, -4.494, -3.340], [-1.414, -4.793, -1.959], [-2.004, -3.795, -3.272], [-2.727, -3.197, -0.079], [-4.134, -3.287, -0.677], [-2.805, -2.944, 1.013], [-2.265, -4.200, -0.140], [-4.748, -4.020, -0.132], [-4.669, -2.337, -0.595], [-4.128, -3.591, -1.731], [-2.584, -0.714, -1.713], [-3.038, -1.148, -3.104], [-1.926, 0.169, -1.789], [-3.442, -0.406, -1.088], [-3.611, -0.341, -3.582], [-2.193, -1.369, -3.766], [-3.685, -2.035, -3.085], [0.310, 1.036, 4.243], [-0.411, -0.119, 4.267], [-0.939, -0.320, 5.506], [-0.586, -1.308, 3.029], [0.358, 1.634, 5.055], [0.726, 1.414, 3.382], [-1.407, -1.214, 5.742], [-0.895, 0.399, 6.206]],
  "mulliken_charge": [-0.1438, 0.6698, -0.1650, -0.4225, -0.5470, -0.4254, -0.3743, -0.8336, 0.5636, 0.5773, 2.2312, -0.1483, -0.7270, -0.3885, -0.0804, 0.3580, 0.4371, 0.4202, 0.4045, 0.3887, 0.5946, -0.4697, 0.5167, -0.7095, -0.8072, -1.4069, 0.5243, 0.6746, 0.4430, 0.2531, 0.2741, 0.0490, -1.5026, 0.1173, 0.2447, 0.4375, 0.2310, 0.2578, 0.2960, -1.7218, -0.0270, 0.0440, 0.4798, 0.3434, 0.2398, -0.1166, 0.6191, -0.1811, -1.4532, 0.1600, 0.4068, 0.4503, 0.2965, 0.2761, -0.5224, -1.2408, 0.1578, 0.4991, 0.4243, 0.1723, 0.2451, 0.0474, -1.3854, 0.3913, -0.0753, 0.4371, 0.3329, 0.1954, -0.3656, 0.9403, -0.4726, -0.1254, 0.2383, 0.0320, 0.2634, 0.1821],
  "fmax_ev_per_a": 5.82,
  "homo_ev": [-11.980, -12.093],
  "orbital_gap_ev": [3.913, 4.089],
  "total_charge": 2,
  "lumo_energy_ev": [-8.07, -8.00]
}

# 3
{
  "formula": "C26H42Br6O10",
  "method": "wB97M-V/def2-TZVPD",
  "elements": ["O", "C", "C", "C", "C", "O", "H", "H", "H", "H", "H", "H", "O", "C", "C", "C", "C", "O", "H", "H", "H", "H", "H", "H", "O", "C", "C", "C", "C", "O", "H", "H", "H", "H", "H", "H", "O", "C", "C", "C", "C", "O", "H", "H", "H", "H", "H", "H", "O", "C", "C", "C", "C", "O", "H", "H", "H", "H", "H", "H", "Br", "C", "C", "Br", "H", "H", "H", "H", "Br", "C", "C", "Br", "H", "H", "H", "H", "Br", "C", "C", "Br", "H", "H", "H", "H"],
  "coordinates": [[17.760, 11.138, 12.003], [17.909, 10.073, 12.462], [18.080, 9.639, 13.874], [18.705, 8.196, 13.842], [18.143, 7.693, 12.449], [17.988, 8.964, 11.658], [18.647, 10.404, 14.406], [17.131, 9.621, 14.293], [19.806, 8.132, 13.850], [18.247, 7.590, 14.636], [18.808, 7.117, 11.819], [17.146, 7.210, 12.637], [10.804, 19.204, 17.437], [10.879, 18.411, 16.563], [11.132, 16.886, 16.730], [11.512, 16.408, 15.347], [10.950, 17.520, 14.482], [10.870, 18.744, 15.254], [11.878, 16.800, 17.485], [10.221, 16.485, 17.094], [12.600, 16.471, 15.288], [11.333, 15.395, 15.080], [11.612, 17.757, 13.641], [9.987, 17.280, 14.115], [12.164, 10.645, 10.125], [13.313, 10.537, 9.762], [14.169, 9.342, 9.578], [15.277, 9.713, 8.621], [15.300, 11.214, 8.726], [14.149, 11.624, 9.480], [14.566, 9.017, 10.542], [13.510, 8.571, 9.242], [16.220, 9.173, 8.823], [14.948, 9.473, 7.590], [16.219, 11.520, 9.266], [15.235, 11.666, 7.730], [11.072, 14.738, 11.751], [10.784, 15.079, 10.660], [11.399, 14.557, 9.356], [10.713, 15.414, 8.314], [9.460, 15.823, 8.992], [9.846, 15.992, 10.304], [12.479, 14.569, 9.461], [11.069, 13.528, 9.369], [11.367, 16.358, 8.182], [10.578, 14.927, 7.369], [8.989, 16.762, 8.753], [8.784, 14.962, 8.996], [14.406, 7.716, 12.749], [13.377, 7.994, 13.273], [12.900, 7.694, 14.708], [11.441, 8.035, 14.639], [11.313, 9.040, 13.469], [12.450, 8.776, 12.664], [13.141, 6.722, 15.084], [13.358, 8.559, 15.243], [10.859, 7.166, 14.350], [11.039, 8.326, 15.645], [10.396, 8.816, 12.953], [11.287, 10.068, 13.754], [19.072, 16.170, 10.806], [18.743, 14.317, 11.247], [19.534, 13.857, 12.461], [21.438, 13.635, 12.095], [18.963, 13.724, 10.374], [17.697, 14.318, 11.535], [19.141, 12.904, 12.830], [19.439, 14.619, 13.311], [6.700, 15.338, 13.315], [8.059, 13.946, 12.969], [7.509, 12.947, 11.957], [8.772, 11.593, 11.445], [8.331, 13.288, 13.854], [8.929, 14.359, 12.592], [7.258, 13.482, 11.076], [6.655, 12.455, 12.352], [14.043, 12.149, 14.274], [13.396, 13.174, 12.657], [14.502, 13.690, 11.860], [15.237, 15.319, 12.743], [12.692, 13.903, 13.069], [12.883, 12.354, 12.078], [14.127, 13.958, 10.889], [15.285, 12.965, 11.709]],
  "mulliken_charge": [-0.5684, 0.4933, -0.4337, -0.5402, -0.2369, -0.3878, 0.3394, 0.2902, 0.2828, 0.3141, 0.3379, 0.1195, -0.5615, 0.4272, -0.5626, -0.2442, -0.3045, -0.3853, 0.3172, 0.2916, 0.1344, 0.3638, 0.2586, 0.2534, -0.6245, 0.5759, -0.0957, -0.5914, -0.2329, -0.2253, -0.1844, 0.4842, 0.2959, 0.2599, 0.1104, 0.2692, -0.2452, 0.1524, 0.1587, -0.6035, -0.3281, -0.3704, 0.0354, 0.1108, 0.2403, 0.3683, 0.3478, 0.1529, -0.5541, 0.3806, -0.3860, -0.6532, -0.2209, -0.2144, 0.4109, 0.1777, 0.2822, 0.3307, 0.2156, 0.2042, -0.1559, 0.0893, -0.1239, -0.1760, 0.4012, -0.3423, -0.0825, 0.4009, -0.1681, 0.0055, -0.7458, -0.1448, 0.3929, -0.2040, 0.3741, 0.4798, -0.2092, 0.1070, 0.0485, -0.1974, 0.1284, -0.1307, -0.0147, 0.2356],
  "fmax_ev_per_a": 3.71,
  "homo_ev": -9.753,
  "smiles": "O=C1CCCO1.O=C1CCCO1.O=C1CCCO1.O=C1CCCO1.O=C1CCCO1.BrCCBr.BrCCBr.BrCCBr",
  "orbital_gap_ev": 10.037,
  "total_charge": 0,
  "lumo_energy_ev": 0.28
}

# 4
{
  "formula": "C26H42Cl2IrN5P",
  "method": "wB97M-V/def2-TZVPD",
  "elements": ["P", "C", "C", "C", "C", "C", "C", "C", "C", "C", "C", "C", "C", "C", "C", "C", "C", "C", "C", "H", "H", "H", "H", "H", "H", "H", "H", "H", "H", "H", "H", "H", "H", "H", "H", "H", "H", "H", "H", "H", "H", "H", "H", "H", "H", "H", "H", "H", "H", "H", "H", "H", "Ir", "Cl", "Cl", "C", "H", "C", "C", "C", "C", "C", "C", "H", "H", "H", "H", "H", "N", "N", "N", "C", "N", "N", "H", "H", "H"],
  "coordinates": [[0.033, -0.687, -0.244], [1.656, -0.116, -1.250], [1.876, -0.563, -2.708], [3.233, -0.120, -3.275], [3.517, 1.378, -3.084], [3.175, 1.874, -1.673], [1.784, 1.405, -1.214], [-1.286, 0.252, -1.202], [-1.121, 0.342, -2.718], [-2.422, 0.796, -3.380], [-2.914, 2.135, -2.827], [-2.920, 2.162, -1.290], [-1.609, 1.645, -0.660], [-0.099, -2.392, -1.059], [1.107, -3.294, -0.795], [1.019, -4.580, -1.632], [-0.322, -5.310, -1.432], [-1.536, -4.383, -1.621], [-1.434, -3.084, -0.798], [2.465, -0.548, -0.638], [1.105, -0.105, -3.340], [1.780, -1.649, -2.844], [3.273, -0.347, -4.349], [4.051, -0.702, -2.816], [4.568, 1.594, -3.324], [2.932, 1.962, -3.819], [3.943, 1.510, -0.966], [3.225, 2.970, -1.651], [1.591, 1.786, -0.203], [1.042, 1.840, -1.903], [-2.154, -0.389, -0.989], [-3.205, 0.035, -3.229], [-0.815, -0.612, -3.169], [-0.347, 1.090, -2.949], [-2.283, 0.875, -4.466], [-3.917, 2.360, -3.225], [-2.268, 2.951, -3.197], [-3.138, 3.181, -0.941], [-3.755, 1.530, -0.945], [-1.692, 1.624, 0.439], [-0.803, 2.354, -0.923], [-0.099, -2.201, -2.134], [2.051, -2.788, -1.042], [1.107, -3.516, 0.286], [1.125, -4.347, -2.713], [1.838, -5.262, -1.362], [-0.351, -5.776, -0.424], [-0.388, -6.162, -2.128], [-2.446, -4.931, -1.344], [-1.604, -4.134, -2.701], [-2.275, -2.434, -1.082], [-1.508, -3.272, 0.286], [-0.460, -0.340, 2.034], [-2.687, -0.902, 2.275], [1.769, -0.086, 1.753], [-0.377, 1.321, 3.262], [-0.426, 1.198, 4.365], [-0.300, 2.752, 3.025], [-0.819, 3.583, 4.076], [-1.053, 4.939, 3.840], [-0.767, 5.472, 2.572], [-0.153, 4.695, 1.568], [0.164, 3.366, 1.820], [-1.050, 3.156, 5.056], [-1.442, 5.589, 4.634], [0.106, 5.130, 0.594], [0.770, 2.758, 1.137], [-0.977, 6.523, 2.357], [1.417, -1.350, 7.156], [0.539, -1.487, 6.062], [-0.324, -2.518, 5.956], [-0.654, -2.419, 4.641], [-0.110, -1.326, 4.021], [0.750, -0.814, 4.911], [1.654, -0.368, 7.274], [0.953, -1.642, 8.016], [-1.311, -3.173, 4.256]],
  "mulliken_spin": [0.1270, -0.0105, 0.0023, 0.0000, 0.0000, 0.0002, 0.0179, -0.0549, 0.0067, 0.0000, 0.0019, 0.0141, 0.1023, -0.0073, 0.0257, 0.0018, 0.0013, -0.0004, 0.0088, -0.0018, 0.0015, 0.0010, 0.0000, 0.0002, 0.0000, 0.0000, -0.0012, 0.0007, -0.0532, 0.0065, 0.0251, 0.0001, -0.0021, 0.0004, -0.0002, -0.0003, 0.0006, -0.0008, 0.0012, -0.0720, -0.0221, 0.0036, 0.0017, 0.0023, -0.0014, -0.0001, 0.0013, 0.0001, -0.0005, -0.0011, -0.0029, -0.0006, 1.3926, 0.1012, 0.0599, 0.9043, 0.0515, -0.1142, 0.6011, 0.5524, -0.0733, 0.6173, 0.3661, 0.0302, 0.0350, 0.0378, 0.2412, 0.0117, 0.0011, 0.0101, 0.0038, 0.0001, 0.0510, -0.0029, 0.0000, 0.0003, -0.0009],
  "fmax_ev_per_a": 5.31,
  "homo_ev": [-4.386, -8.124],
  "s_squared": 8.816,
  "orbital_gap_ev": [4.853, 5.958],
  "total_charge": 0,
  "lumo_energy_ev": [0.47, -2.17],
  "multiplicity": 6
}